Formula: C27H22F5N4OPdS2Sb
Source: OMol25
Level of theory: ωB97M-V/def2-TZVPD

Properties
Energy relative to the best compared isomer or geometry (same formula, charge and spin): 2.2 kcal/mol
Gap between HOMO and LUMO (alpha / beta): 0.226 / 0.278 hartree
2S+1: 3
HOMO energy (alpha / beta): -6.15 / -7.75 eV
Charge: 0
LUMO energy (alpha / beta): 0.002 / -0.195 eV

```
63
Properties=species:S:1:pos:R:3:forces:R:3
Pd 1.64970 0.23221 0.14505 -0.2 0.4 0.4
N 5.38495 0.46890 2.22755 0.0 0.0 0.0
C 5.98287 0.78656 1.02603 0.0 0.0 0.0
C 4.97020 0.90103 0.12459 0.0 0.0 0.0
N 3.77754 0.66812 0.75198 0.1 -0.1 0.0
C 4.05092 0.40071 2.00426 0.0 0.0 0.1
C 3.00417 0.06624 2.95496 0.0 0.1 0.0
N 1.79782 -0.27235 2.56822 0.0 -0.1 0.0
C 1.06346 -0.43924 3.71271 0.0 0.0 0.0
C 1.84249 -0.20261 4.80352 0.0 0.0 0.0
N 3.08407 0.12453 4.30773 0.0 -0.1 0.0
H 5.86797 0.23895 3.07737 0.0 0.0 0.0
H 7.04794 0.89362 0.93014 0.0 0.0 0.0
H 5.01146 1.13457 -0.92474 0.0 0.0 0.0
H 0.02182 -0.71088 3.68431 0.0 0.0 0.0
H 1.63666 -0.23020 5.85821 0.0 0.0 0.0
H 3.87798 0.40214 4.85658 0.0 0.0 0.0
F -6.73871 1.42285 1.59524 0.0 0.0 0.0
C -5.50418 1.03407 1.21986 0.0 0.0 0.0
C -5.27114 -0.30798 0.99476 0.0 0.0 0.0
C -3.99892 -0.70172 0.60280 -0.1 0.0 0.0
C -2.98605 0.23794 0.43910 0.0 0.0 0.0
C -3.25164 1.58014 0.69991 0.0 0.1 0.1
C -4.51967 1.99261 1.08568 0.0 0.0 0.0
Sb -1.03055 -0.30084 -0.19933 0.5 -0.1 -0.3
C -1.20058 -2.41232 -0.34512 -0.1 -0.1 0.2
C -1.97766 -3.05059 -1.30973 -0.1 0.0 0.0
C -2.02697 -4.43499 -1.38548 0.0 0.0 0.0
C -1.28617 -5.16667 -0.47725 0.0 0.0 0.0
F -1.32766 -6.51195 -0.54503 0.0 0.0 0.0
C -0.49999 -4.57515 0.49040 0.0 0.0 0.0
C -0.46433 -3.18889 0.54733 0.1 0.0 0.0
C -1.23552 0.09059 -2.27192 -0.1 0.2 0.0
C -0.47199 -0.63433 -3.18179 0.1 0.0 0.0
C -0.44916 -0.29099 -4.52519 0.0 0.0 0.0
C -1.19453 0.79612 -4.93622 0.0 0.0 0.0
F -1.17006 1.14173 -6.23970 0.0 0.0 0.0
C -1.96182 1.54184 -4.06564 0.0 0.0 0.0
C -1.97185 1.17962 -2.72533 -0.1 0.0 -0.1
H -6.07359 -1.02141 1.12499 0.0 0.0 0.0
H -3.80721 -1.75345 0.42386 0.0 0.0 0.0
H -2.46317 2.32196 0.61922 0.0 0.0 0.0
H -4.74651 3.03026 1.28874 0.0 0.0 0.0
H -2.55059 -2.46591 -2.02036 0.0 0.0 0.0
H -2.61959 -4.94609 -2.13184 0.0 0.0 0.0
H 0.07787 -5.19045 1.16610 0.0 0.0 0.0
H 0.18231 -2.71381 1.27875 0.0 0.0 0.0
H 0.12731 -1.47391 -2.84811 0.0 0.0 0.0
H 0.14150 -0.84219 -5.24393 0.0 0.0 0.0
H -2.52766 2.38629 -4.43434 0.0 0.0 0.0
H -2.57580 1.76169 -2.03846 0.0 0.0 0.0
C 0.61208 5.39177 -0.07656 0.0 0.0 0.0
O 1.06235 4.36548 -0.96243 0.0 0.0 0.0
C 1.22687 3.13289 -0.48844 0.1 0.0 0.0
S 0.91636 2.72314 1.11766 -0.1 0.0 -0.1
S 1.78189 2.00519 -1.62439 -0.1 -0.2 0.0
H -0.32266 5.10322 0.40177 0.0 0.0 0.0
H 0.47147 6.26683 -0.70461 0.0 0.0 0.0
H 1.36009 5.58578 0.69137 0.0 0.0 0.0
F 2.95817 -2.31488 0.33001 0.0 0.0 0.0
C 2.31311 -1.59410 -0.67925 0.1 -0.1 -0.1
F 3.30024 -1.35412 -1.62329 0.0 0.0 0.0
H 1.62226 -2.30758 -1.14234 0.0 0.0 0.0
```
Forces are in eV/Å.

---

Formula: C27H22N9OTl
Source: OMol25
Level of theory: ωB97M-V/def2-TZVPD

Properties
Energy relative to the best compared isomer or geometry (same formula, charge and spin): 0.0 kcal/mol
Gap between HOMO and LUMO: 0.233 hartree
HOMO energy: -7.47 eV
Charge: 0
LUMO energy: -1.121 eV

```
60
Properties=species:S:1:pos:R:3:forces:R:3
Tl -0.78814 1.41091 -2.25360 -0.2 0.1 -0.4
C 4.43866 4.59156 -1.33550 0.0 -0.1 0.0
C 3.27094 4.62911 -2.08225 0.0 0.3 0.1
C 2.45139 3.51949 -2.14209 -0.2 -0.5 0.1
C 2.80975 2.34773 -1.47081 0.7 1.0 0.1
C 3.99978 2.31224 -0.73006 -0.3 -0.3 -0.1
C 4.80380 3.42783 -0.66565 0.0 0.2 0.0
N 1.97889 1.24154 -1.65786 -0.2 -1.2 0.0
N 2.40176 0.18111 -1.15478 0.6 1.0 0.0
C 1.69926 -0.98710 -1.44860 -0.7 -1.1 -0.2
C 2.34889 -2.17776 -1.11862 0.0 0.3 0.1
C 1.74314 -3.37937 -1.42508 -0.1 -0.1 0.0
C 0.50462 -3.36484 -2.04740 0.1 0.0 0.0
C -0.06124 -2.13629 -2.34765 -0.2 0.0 0.0
N 0.50986 -0.97827 -2.05256 0.4 0.2 0.1
H 5.06497 5.46932 -1.26743 0.0 0.0 0.0
H 2.99096 5.53428 -2.60454 0.0 0.0 0.0
H 1.53029 3.53257 -2.71212 0.0 0.0 0.0
H 4.26394 1.39377 -0.22685 0.1 0.0 0.0
H 5.71672 3.40641 -0.08642 0.0 0.0 0.0
H 3.31456 -2.12722 -0.63742 0.0 0.0 0.0
H 2.22739 -4.31762 -1.18814 0.0 0.0 0.0
H -0.00912 -4.28138 -2.30297 0.0 0.0 0.0
H -1.02022 -2.07802 -2.85295 0.0 0.0 0.1
N -0.28126 2.31482 0.10061 0.2 0.4 0.3
C -0.04694 3.36188 0.55258 0.1 -0.3 -0.2
C 0.17175 4.65055 1.03324 -0.3 -0.1 -0.2
C -0.82960 5.58336 0.71149 -0.1 0.2 0.0
N -1.69201 6.28283 0.38826 0.0 0.0 0.0
C 1.31013 5.01112 1.77069 0.3 0.0 0.2
N 2.24167 5.30799 2.38453 0.0 0.0 0.0
N -3.03016 4.12306 -0.97604 -0.1 0.0 -0.1
C -3.01511 3.00780 -1.29218 -0.3 0.2 0.0
H -2.91049 5.07065 -0.63769 0.1 0.0 0.1
C -3.13662 -3.61686 2.27370 -0.2 0.1 0.2
N -2.84572 -3.05472 0.96567 0.2 -0.3 -0.2
N -2.09832 -1.88727 0.85899 -0.3 0.2 -0.1
C -2.50348 -1.18297 -0.27832 -0.2 0.0 0.3
O -2.00176 -0.12295 -0.64346 0.1 -0.2 0.0
C -3.57275 -1.96187 -0.83871 0.0 0.0 0.0
C -3.76226 -3.04857 -0.04716 0.2 0.1 -0.1
C -4.78220 -4.12563 -0.15226 0.0 0.0 0.1
C -0.88031 -1.72413 1.55721 0.2 0.0 0.1
C -0.40044 -0.43765 1.79407 -0.2 0.0 -0.1
C 0.78028 -0.27072 2.49893 0.0 0.0 0.0
C 1.47241 -1.36912 2.98828 0.1 0.0 0.0
C 1.00534 -2.64778 2.72793 0.0 0.0 0.0
C -0.16050 -2.83118 2.00119 0.0 0.0 -0.1
H -2.39470 -3.27497 2.98734 0.0 0.0 0.0
H -3.10049 -4.70433 2.22293 0.0 0.0 0.0
H -4.12440 -3.31144 2.62904 0.0 0.0 0.0
H -4.10692 -1.69674 -1.73405 0.0 0.0 0.0
H -5.29409 -4.04617 -1.10745 0.0 0.0 0.0
H -5.52325 -4.03480 0.64452 0.0 0.0 0.0
H -4.32401 -5.11179 -0.07533 0.0 0.0 0.0
H -0.93451 0.41821 1.40844 0.0 0.0 0.0
H 1.15025 0.73040 2.67735 0.0 0.0 0.0
H 2.37456 -1.22869 3.56927 0.0 0.0 0.0
H 1.55337 -3.51109 3.08354 0.0 0.0 0.0
H -0.49833 -3.83121 1.76423 0.0 0.0 0.0
```
Forces are in eV/Å.

---

> Which formula does entry 2 have?

C27H22N9OTl

---

> Which value of charge does entry 1 give?

0

---

> What is the charge in the second record?

0